C13H17BN11PmS | ωB97M-V/def2-TZVPD

Orbital gap (spin up / spin down), eV: 8.38 / 5.55
Multiplicity: 6
Charge: +3
Highest occupied orbital energy (spin up / spin down), eV: -17.9 / -17.9

Element x y z (Å)
1 Pm 0.1280 -0.1204 -0.2020
2 C -3.9195 2.0340 -0.8733
3 C -2.7153 1.5396 -1.3530
4 N -1.8772 1.2656 -0.3476
5 N -2.5230 1.5986 0.8073
6 C -3.7625 2.0400 0.4926
7 B -1.9129 1.2896 2.2029
8 N -1.9347 -0.2458 2.4156
9 C -2.6464 -1.0518 3.2282
10 C -2.4272 -2.3676 2.8749
11 C -1.5539 -2.3016 1.8059
12 N -1.2595 -1.0250 1.5105
13 N -0.4465 1.8323 2.3359
14 C 0.0610 2.6029 3.3189
15 C 1.3931 2.8587 3.0697
16 C 1.6499 2.1848 1.8893
17 N 0.5503 1.5610 1.4431
18 N -2.7444 2.0825 3.2726
19 C -3.1452 3.3105 3.1870
20 C -3.7378 3.6673 4.4708
21 C -3.5784 2.4948 5.2535
22 N -2.9936 1.5479 4.5752
23 H -4.7854 2.3338 -1.4376
24 H -2.4227 1.3647 -2.3780
25 H -4.4869 2.3055 1.2448
26 H -3.2493 -0.6561 4.0255
27 H -2.8408 -3.2467 3.3378
28 H -1.1202 -3.1096 1.2348
29 H -0.5289 2.9151 4.1639
30 H 2.0725 3.4454 3.6634
31 H 2.5758 2.1343 1.3365
32 H -3.0241 3.9183 2.3011
33 H -4.1685 4.6191 4.7483
34 H -3.8841 2.3252 6.2757
35 N 2.8800 -0.2633 -0.8158
36 N 3.3434 -1.3714 -1.5491
37 C 2.5392 -2.3780 -1.9357
38 N 3.0992 -3.3828 -2.5770
39 S 0.8501 -2.4200 -1.6566
40 H 3.1504 0.5761 -1.3318
41 H 3.3959 -0.2402 0.0661
42 H 4.3366 -1.4089 -1.7416
43 H 4.0881 -3.4325 -2.7816
44 H 2.5222 -4.1458 -2.9014



C16H16F3N6O3PdS3 | ωB97M-V/def2-TZVPD

Orbital gap (spin up / spin down), eV: 7.49 / 4.62
Multiplicity: 5
Charge: +3
Highest occupied orbital energy (spin up / spin down), eV: -16.5 / -17.5
ΔE to the lowest compared entry with this formula, charge and spin, kJ/mol: 70.75

Element x y z (Å)
1 Pd -0.0475 -0.1547 0.6107
2 N 2.4269 -1.3069 -2.9228
3 C 2.5240 -2.6380 -3.3159
4 C 3.6020 -3.0702 -4.0791
5 C 3.6587 -4.3938 -4.4652
6 C 2.6534 -5.3027 -4.0953
7 C 1.5860 -4.8884 -3.3367
8 C 1.5106 -3.5441 -2.9363
9 S 0.1972 -3.0580 -1.9520
10 N 0.3843 -1.4390 -1.7607
11 C 1.3889 -0.7778 -2.2433
12 C 1.3459 0.7013 -2.0560
13 C 1.8291 1.5768 -3.0130
14 C 1.6295 2.9422 -2.8486
15 C 0.9287 3.3845 -1.7422
16 C 0.4653 2.4492 -0.8326
17 N 0.6802 1.1365 -0.9700
18 H 3.2006 -0.7022 -3.1595
19 H 4.3825 -2.3785 -4.3698
20 H 4.4904 -4.7391 -5.0642
21 H 2.7255 -6.3348 -4.4087
22 H 0.8094 -5.5836 -3.0442
23 H 2.3025 1.2092 -3.9122
24 H 1.9928 3.6379 -3.5930
25 H 0.7300 4.4344 -1.5791
26 H -0.1065 2.7584 0.0327
27 N -0.8840 0.7964 4.1679
28 C 0.4010 0.7124 3.9390
29 N 1.2895 0.3565 4.8299
30 S 1.0374 1.2114 2.3508
31 H -1.2718 0.6261 5.0890
32 H -1.5387 0.9266 3.4128
33 H 1.0198 -0.0173 5.7334
34 H 2.2809 0.4173 4.6421
35 F 1.6637 -4.7069 1.2656
36 C 1.0734 -4.0663 2.2613
37 F 0.0574 -4.7604 2.7216
38 F 1.9430 -3.8078 3.2198
39 S 0.4268 -2.4589 1.6148
40 O -0.0838 -1.6843 2.7432
41 O 1.5891 -1.7341 1.0201
42 O -0.5887 -2.7129 0.6151
43 C -4.5939 0.7925 -0.0143
44 C -3.1778 0.6796 0.2828
45 N -2.0588 0.6008 0.5248
46 H -4.8982 1.8351 0.0761
47 H -5.1535 0.1761 0.6890
48 H -4.7666 0.4425 -1.0321



C3H12N | ωB97M-V/def2-TZVPD

Orbital gap, eV: 10.69
Multiplicity: 1
Charge: +1
Highest occupied orbital energy, eV: -15.1
ΔE to the lowest compared entry with this formula, charge and spin, kJ/mol: 124.35

Element x y z (Å)
1 N 0.9927 2.2972 0.2558
2 H 1.0397 3.0967 -0.4974
3 H 1.5323 2.4736 1.0788
4 H 0.0340 2.3243 0.4920
5 H 1.0324 1.2850 -0.0536
6 C -0.6714 -0.4255 -1.1795
7 C 0.1484 -1.1576 -0.1857
8 C -0.6877 -1.3440 1.0230
9 H -1.2925 -1.1846 -1.6531
10 H 0.0748 -0.1070 -1.9338
11 H -0.9323 0.4638 -0.6507
12 H 1.0885 -0.6329 -0.0237
13 H 0.5471 -2.0948 -0.6158
14 H -0.1821 -1.8621 1.8085
15 H -1.0274 -0.4239 1.5106
16 H -1.5989 -1.8568 0.8006



C8H8OS2 | ωB97M-V/def2-TZVPD

Orbital gap (spin up / spin down), eV: 8.60 / 7.20
Multiplicity: 1
Charge: 0
Highest occupied orbital energy (spin up / spin down), eV: -8.6 / -7.4
ΔE to the lowest compared entry with this formula, charge and spin, kJ/mol: 451.49

Element x y z (Å)
1 C 2.6820 -0.1957 0.0000
2 C 2.3642 -1.4265 -0.6413
3 C 1.7035 0.8045 0.2897
4 C 1.0507 -1.6088 -1.0893
5 C 0.3192 0.5029 -0.0165
6 C 0.1125 -0.6211 -0.7302
7 C -0.6615 1.3200 0.7300
8 C -2.4372 -0.0603 0.0906
9 O -1.8748 0.6987 1.1067
10 S -3.0540 0.6694 -1.3832
11 S -3.3190 -1.4175 0.7680
12 H 3.7213 -0.0589 0.3309
13 H 3.2349 -2.1109 -0.7645
14 H 1.8950 1.7538 0.6587
15 H 0.9069 -2.5655 -1.4968
16 H -0.3141 1.5701 1.7740
17 H -0.7898 2.2663 0.1859
18 H -1.8978 1.2003 -1.6453
19 H -3.6420 -0.7208 1.8326



C9H15NOS | ωB97M-V/def2-TZVPD

Orbital gap, eV: 7.73
Multiplicity: 1
Charge: 0
Highest occupied orbital energy, eV: -7.0
ΔE to the lowest compared entry with this formula, charge and spin, kJ/mol: 258.02
SMILES: O/C=C1\CC=CN1.C=C(C)SC

Element x y z (Å)
1 O 1.8314 1.6017 1.4310
2 C 1.4470 0.3077 1.7975
3 C 0.1526 -0.0582 2.0509
4 C -1.0552 0.8750 2.1099
5 C -2.1558 -0.1684 2.2298
6 C -1.6204 -1.3716 2.3537
7 N -0.2696 -1.3774 2.1530
8 H 1.0975 2.2212 1.3680
9 H 2.3242 -0.3040 1.6528
10 H -1.0286 1.3483 3.1710
11 H -1.0554 1.4182 1.2381
12 H -3.1526 0.1905 2.2006
13 H -2.1534 -2.2657 2.8129
14 H 0.3202 -2.0030 2.5719
15 C -0.5727 1.8146 -1.9339
16 C 0.0910 0.6363 -2.0064
17 C 1.6447 0.5899 -1.9601
18 S -0.7849 -0.8417 -1.5815
19 C 0.0006 -2.0948 -2.7523
20 H -1.6511 1.8150 -1.7721
21 H 0.0168 2.7126 -2.0059
22 H 1.9427 1.1899 -2.9092
23 H 2.0303 1.0858 -1.1483
24 H 2.1264 -0.4159 -2.0885
25 H 1.0164 -1.6362 -2.9581
26 H -0.5062 -2.0850 -3.7527
27 H -0.0362 -3.1848 -2.2719



C21H42BN3O4 | ωB97M-V/def2-TZVPD

Orbital gap (spin up / spin down), eV: 8.90 / 9.46
Multiplicity: 3
Charge: 0
Highest occupied orbital energy (spin up / spin down), eV: -8.7 / -9.4

Element x y z (Å)
1 C 0.9305 -3.5004 3.4578
2 O 1.3769 -4.5596 2.6292
3 C 2.7897 -4.5644 2.4855
4 B 3.2809 -3.5546 1.3327
5 O 4.3768 -2.6563 1.4933
6 C 4.2960 -2.0621 2.6698
7 N 4.2936 -1.3142 3.5269
8 H 1.4293 -2.5245 3.2720
9 H 1.0291 -3.7205 4.5457
10 H -0.1551 -3.3434 3.2263
11 H 3.0591 -5.5790 2.0981
12 H 3.3510 -4.4508 3.4408
13 H 2.6668 -3.5936 0.3161
14 C -3.2661 -3.9636 -1.7646
15 C -3.3656 -3.6268 -0.2499
16 C -4.5807 -2.7239 0.0432
17 C -4.3784 -1.2456 -0.2659
18 C -3.0897 -0.7419 0.3725
19 C -1.8745 -1.5743 -0.0482
20 N -2.0723 -3.0344 0.2045
21 O -1.9632 -3.2342 1.4930
22 C -1.5899 -1.2964 -1.5392
23 C -0.6246 -1.0413 0.6658
24 C -3.6681 -4.9820 0.4115
25 H -2.3889 -3.5401 -2.2472
26 H -3.1658 -5.0379 -1.9293
27 H -4.1454 -3.6270 -2.3174
28 H -4.8418 -2.8060 1.1036
29 H -5.4513 -3.0896 -0.5070
30 H -4.3745 -1.0768 -1.3463
31 H -5.2246 -0.6751 0.1260
32 H -2.9369 0.3070 0.1037
33 H -3.2005 -0.7606 1.4625
34 H -0.7536 -1.9003 -1.8979
35 H -1.3221 -0.2486 -1.6856
36 H -2.4456 -1.4764 -2.1879
37 H -0.7259 -1.0509 1.7519
38 H -0.4348 -0.0055 0.3784
39 H 0.2585 -1.6262 0.3976
40 H -2.8240 -5.6679 0.3154
41 H -4.5323 -5.4445 -0.0694
42 H -3.9098 -4.8846 1.4701
43 C 3.5026 3.5431 0.2880
44 C 2.8569 3.3382 -1.1117
45 C 3.0119 4.5968 -1.9886
46 C 2.0162 5.7137 -1.6995
47 C 0.5940 5.1658 -1.6836
48 C 0.4351 4.0038 -0.6981
49 N 1.4346 2.9185 -0.9366
50 O 1.0669 2.2658 -2.0109
51 C 0.5496 4.5653 0.7360
52 C -1.0029 3.4720 -0.7683
53 C 3.7262 2.2501 -1.7642
54 H 2.7831 3.5440 1.1028
55 H 4.1831 2.7272 0.5377
56 H 4.0707 4.4737 0.3444
57 H 2.8975 4.3177 -3.0414
58 H 4.0278 4.9882 -1.8932
59 H 2.2582 6.2078 -0.7544
60 H 2.1003 6.4820 -2.4724
61 H -0.1022 5.9699 -1.4308
62 H 0.3253 4.8417 -2.6950
63 H 0.4845 3.7649 1.4762
64 H -0.2650 5.2632 0.9356
65 H 1.4679 5.1223 0.9130
66 H -1.2824 3.1508 -1.7722
67 H -1.7110 4.2510 -0.4811
68 H -1.1426 2.6296 -0.0862
69 H 3.6211 1.2944 -1.2464
70 H 4.7776 2.5405 -1.7214
71 H 3.4829 2.0970 -2.8159



Strongest force on any atom list, top to bottom, in eV/Å: 0.6; 0.5; 3.3; 4.2; 4.9; 3.1